Entry 1:
This record from the OMol25 dataset describes a structure of composition C15H60CrNO18 in a non-equilibrium geometry. The level of theory is the ωB97M-V functional and the def2-TZVPD basis.

Cartesian coordinates (Å):
Cr 3.64037 16.28188 9.76953
O 7.69262 16.75691 10.94882
O 5.82412 13.38629 7.20881
O 2.33696 19.24691 7.55405
O 5.24116 17.33630 10.65755
O 1.80403 12.80809 11.20836
O 1.71177 14.90931 12.85090
O 6.19070 21.06074 8.02313
O -0.27947 15.96639 9.01074
O 2.26902 16.84573 11.24924
O 4.30971 18.66838 8.40637
O -1.33293 18.52386 9.38318
O -1.02656 12.35361 9.97944
O 3.00915 17.41406 5.16730
O 8.99051 18.10310 13.46402
O 2.17234 15.01532 9.42128
O 4.96169 15.63461 8.41385
O 2.47456 17.35740 8.48269
O 4.20949 14.56276 10.79961
N 3.10994 18.50270 8.12122
C -1.01815 15.41373 7.94639
C 5.89475 12.80790 5.85752
C 8.23513 17.52929 9.91377
C -2.09785 13.13121 10.52424
C 2.25201 14.29170 8.18396
C 2.19727 14.87547 14.23378
C -1.41841 19.45352 8.27553
C 8.10995 17.58477 14.40012
C 2.22908 17.38035 3.97281
C 2.21967 11.46576 11.39883
C 5.95544 22.42838 7.76294
C 1.25319 17.77149 11.69536
C 4.91757 18.53452 11.35987
C 5.40406 13.76024 11.15576
C 5.55649 16.35040 7.28969
H 5.25066 13.19697 12.09454
H 1.71313 14.14083 14.86564
H 2.15528 16.10282 11.88398
H 5.63134 13.12025 10.26381
H 6.40245 22.72142 6.80046
H 4.92072 22.76824 7.82113
H -1.77242 13.40992 11.50667
H 1.62518 14.02098 12.48626
H 2.96186 11.45679 12.20823
H -0.57016 16.90205 9.20153
H -1.42226 20.44843 8.66341
H 6.22582 17.07680 10.75753
H -2.14357 14.09312 9.95631
H 7.98086 17.09158 8.97709
H 6.50142 22.96916 8.52684
H 2.58332 11.06826 10.43443
H 2.01955 15.86618 14.62700
H -1.06246 16.04622 7.04133
H 2.88828 17.13892 3.15280
H 1.63027 18.31649 12.53869
H 5.44289 20.51392 7.78183
H 0.90085 12.83126 10.82155
H 5.63102 11.75845 5.92202
H 1.33572 13.78451 8.06720
H 6.13962 14.52649 11.31520
H 3.92460 18.85215 11.02030
H 6.48480 15.83616 7.01642
H 3.33676 14.09181 10.81045
H -3.08420 12.76561 10.47311
H 2.36674 15.01285 7.38259
H 1.25535 15.38443 9.46383
H 9.89728 17.85400 13.59264
H 1.36344 10.91156 11.74117
H 6.67258 13.18235 7.63425
H 6.89790 12.93673 5.40590
H 3.10506 13.61694 8.09066
H 5.57502 19.43274 11.13680
H 5.15927 13.29342 5.23181
H -1.97143 15.10314 8.32630
H 8.02212 18.56876 10.06554
H 8.35076 17.75691 15.44235
H 3.45121 18.24378 5.10023
H -2.33783 19.25061 7.74665
H 4.99274 18.41386 12.46735
H -0.48051 14.58261 7.54597
H -0.47935 19.32864 7.74504
H 1.58138 16.53555 4.07907
H 8.00197 17.09705 11.80668
H 8.04137 16.50513 14.39568
H -2.05585 18.60727 10.04106
H 7.12607 17.94010 14.21586
H 4.93470 14.65689 8.17427
H -1.24265 11.42428 9.91397
H 5.80085 17.36098 7.59666
H 1.62064 18.28695 3.73647
H 0.99423 18.35211 10.83006
H 0.39775 17.16312 12.07708
H 9.29687 17.44721 9.98841
H 4.69398 16.33037 6.60489
H 3.23086 14.59172 14.27536

Its expectation value of S² is 3.775. Its charge is +2. The spin multiplicity is 4. The HOMO energy (spin up / spin down) is -13.6 / -13.6 eV.

---

Entry 2:
This record from the OMol25 dataset describes a cluster of 4 separate species, C15H42BrN3O3 in total in a non-equilibrium geometry. The level of theory is the ωB97M-V functional and the def2-TZVPD basis.

Cartesian coordinates (Å):
Br -1.63342 0.13565 0.67653
O 1.33149 -1.57747 1.53362
O 3.93867 0.48626 -1.95410
O -3.25285 3.63300 -2.87505
N 1.10636 -0.23225 -2.91350
N 3.51837 -3.67852 2.49303
N -4.82050 3.53949 0.63829
C -5.11235 2.02000 0.78528
C -4.61129 3.99118 -0.84004
C -6.06623 4.31418 1.19454
C 0.57758 1.10051 -2.18101
C -3.39427 3.24522 -1.51102
C 4.81539 -3.99705 3.26237
C -3.60413 3.81317 1.53745
C -0.17136 -1.05062 -3.30176
C 2.07487 -1.04121 -1.98828
C 2.43167 -2.96762 3.32709
C 3.07470 -0.25902 -1.15970
C 1.10189 -2.45922 2.60756
C 3.00433 -5.01927 2.00991
C 1.83271 0.18244 -4.21838
C 3.93282 -2.84456 1.18401
H 4.74434 0.67361 -1.46687
H -3.31981 2.16817 -1.36102
H -3.79226 3.71717 2.60679
H 2.21030 -4.77225 1.30521
H 3.73686 -5.45934 1.33328
H 0.37540 -3.21416 2.30694
H -6.41109 3.92595 2.15290
H 0.51154 -1.11546 1.34432
H -3.21561 4.80343 1.29966
H -4.59292 5.07292 -0.70742
H -6.91959 4.01361 0.58665
H 2.59916 0.91167 -3.95595
H 1.34851 -1.46059 -1.29213
H 5.45566 -4.78209 2.86005
H -0.65126 -1.44959 -2.40811
H 3.22462 -2.94969 0.36213
H 1.12031 0.79748 -4.76821
H 2.53162 0.37418 -0.45812
H 1.48214 1.62238 -1.86874
H 0.17853 -1.89993 -3.88857
H 4.43267 -4.31551 4.23200
H 5.35222 -3.07498 3.48531
H -2.49027 3.62435 -1.03441
H 2.09330 -0.75001 -4.71911
H -0.88625 -0.43955 -3.85275
H 3.56564 -1.89626 1.57646
H 2.45261 -5.57101 2.77101
H -0.03626 1.65739 -2.88896
H 2.84910 -2.03627 3.70977
H 2.57550 -1.86584 -2.49569
H -4.22456 1.47051 0.47227
H -5.76145 5.36070 1.19322
H -2.33200 3.80194 -3.08741
H 3.67187 -0.97742 -0.59809
H 2.29135 -3.71385 4.10912
H -5.46413 3.66187 -1.43361
H 0.45776 -2.00107 3.35809
H -5.94105 1.72791 0.14026
H 0.00912 0.84376 -1.28713
H -2.88311 3.04434 1.25974
H 4.99715 -2.94445 0.97115
H -5.42013 2.08170 1.82910

Its charge is +2. The spin multiplicity is 1. The HOMO energy is -12.6 eV. The calculation puts the energy relative to the best compared isomer or geometry (same formula, charge and spin) at 1.970 eV.

---

Entry 3:
This record from the OMol25 dataset describes a cluster of 15 separate species, C5H36O16 in total in a non-equilibrium geometry. The level of theory is the ωB97M-V functional and the def2-TZVPD basis.

Cartesian coordinates (Å):
O 3.46726 1.00541 1.15038
O -3.11347 0.38126 -2.54461
O -2.79149 -1.23572 3.91970
O -0.59514 3.36690 4.09020
O 1.83769 -0.34324 2.94180
O 0.63930 -0.02208 -4.16516
O 1.98932 2.71009 -0.32541
O -1.43571 -1.60527 -3.57750
O 3.85711 -1.50222 0.16899
O 0.64758 2.18659 -2.52170
O -0.05976 -3.44843 -2.41017
O 1.62527 -2.62421 1.36759
O 2.10102 -2.22366 -3.52609
O -1.81721 2.43939 -1.24492
O -0.66711 0.63014 3.72303
O -0.28405 2.63138 1.26461
C -0.99723 1.65694 1.10117
C -1.61756 -0.69794 0.45257
C -1.76152 -1.44711 1.78822
C -0.54452 0.39123 0.46131
C -2.67343 -0.79366 2.80146
H 0.96820 -0.00738 3.24910
H 2.44333 -2.68894 -4.29508
H -0.75006 0.11557 4.53233
H -2.58214 -0.31279 0.11049
H 1.67269 -1.12810 2.39182
H -4.04956 0.50477 -2.37527
H 3.58170 -1.65717 -0.74635
H -0.43959 -4.24469 -2.79455
H 1.29978 2.30343 -1.73656
H 0.72516 0.68617 -3.48181
H -1.36955 -1.45312 -0.29057
H 0.97301 2.85269 -3.13848
H -0.58473 1.58517 3.94394
H -2.11040 -1.02480 -3.18158
H -2.18409 -2.44498 1.63172
H -3.30605 0.06500 2.51438
H 2.90834 0.65135 1.88220
H 1.35182 -2.75669 -3.17924
H 2.64709 2.09574 0.11445
H -0.79681 -1.59075 2.27185
H 1.84678 -3.42396 1.85743
H 1.25548 2.80653 0.29848
H -2.62706 1.10146 -2.09349
H 1.15569 -2.93548 0.56556
H 0.34182 0.02785 0.98664
H -2.01829 1.72398 1.50557
H -0.74771 -0.97879 -3.92220
H -0.41950 3.46835 3.13930
H 1.34205 -0.66609 -3.96106
H -0.17793 0.59925 -0.54488
H -2.09281 3.35673 -1.31543
H -0.94536 2.36772 -1.71348
H 3.72600 0.19159 0.66804
H -1.33136 3.95313 4.28318
H 3.12627 -1.89783 0.68516
H -0.63855 -2.70071 -2.77709

Its charge is 0. The spin multiplicity is 1. The HOMO energy is -9.9 eV. The calculation puts the energy relative to the best compared isomer or geometry (same formula, charge and spin) at 0.000 eV.

---

Entry 4:
This record from the OMol25 dataset describes a cluster of 2 separate species, C5H10N2O2P in total in a non-equilibrium geometry. The level of theory is the ωB97M-V functional and the def2-TZVPD basis.

Cartesian coordinates (Å):
P -2.58511 -1.23651 0.56080
O -3.34293 -0.38088 1.53807
O -2.41686 -0.86863 -0.84063
N 1.45788 1.21090 1.00393
N -2.23706 -3.89824 1.25075
C -2.84359 -2.95878 0.79261
C 0.69446 1.87462 0.00435
C 1.25412 0.18895 -1.84381
C 0.93863 0.38736 1.82465
C 1.47154 1.63591 -1.32391
H 1.43016 -0.18394 2.50463
H 0.82456 2.32424 -1.95963
H -0.10904 0.13645 1.55550
H -0.30401 1.56107 0.07398
H 2.51347 1.77497 -1.24823
H -1.34739 -4.08547 1.66602
H 1.97219 0.03013 -2.71133
H 1.71720 -0.46519 -1.01732
H 0.73154 2.98386 0.07827
H 0.18024 -0.03081 -1.90870

Its charge is -1. The spin multiplicity is 1. The HOMO energy (spin up / spin down) is -2.6 / -2.6 eV. The calculation puts the energy relative to the best compared isomer or geometry (same formula, charge and spin) at 3.632 eV.

---

Entry 5:
This record from the OMol25 dataset describes an isolated molecule of FH4N2PS in a non-equilibrium geometry. The level of theory is the ωB97M-V functional and the def2-TZVPD basis.

Cartesian coordinates (Å):
S 0.14267 2.77177 0.43946
P -0.26115 0.37225 -0.15718
F -1.52938 -0.07368 -1.07537
N 0.88247 -0.50976 -0.99320
N -0.42780 -0.47224 1.23706
H 1.81473 -0.28002 -0.67376
H -0.79998 0.03136 2.02434
H -0.63730 -1.45644 1.19363
H 0.81575 -0.38323 -1.99498

The structure (SMILES) is NP(N)(F)=S. Its charge is 0. The spin multiplicity is 1. The HOMO energy is -8.5 eV. The calculation puts the energy relative to the best compared isomer or geometry (same formula, charge and spin) at 1.705 eV.

---

Entry 6:
This record from the OMol25 dataset describes a structure of composition C3H5O7S in a non-equilibrium geometry. The level of theory is the ωB97M-V functional and the def2-TZVPD basis.

Cartesian coordinates (Å):
S -1.44336 1.38907 0.97891
O -1.78915 1.27675 2.39024
O -2.53464 1.37496 -0.04821
O -0.02056 -1.11890 1.25697
O 1.23581 -0.64196 -2.00868
O -0.31729 2.30456 0.66295
O -1.36867 -0.85130 -1.01088
O 1.67172 0.65809 0.93873
C -0.54676 -0.15079 0.49198
C 0.88346 -0.31566 0.41437
C 1.47428 -1.16170 -0.73994
H 2.64670 -1.31350 -0.69823
H 0.99132 -2.21349 -0.69004
H 0.95719 1.41640 1.08196
H -2.16045 -0.35604 -0.84755
H 0.32042 -0.29650 -2.17258

Its charge is -1. The spin multiplicity is 1. The HOMO energy is -6.5 eV. The calculation puts the energy relative to the best compared isomer or geometry (same formula, charge and spin) at 1.994 eV.

---

Number 1: E_tot -3060.27176 a.u.. Number 2: E_tot -3560.06246 a.u.. Number 3: E_tot -1416.01862 a.u.. Number 4: E_tot -797.82813 a.u.. Number 5: E_tot -951.34840 a.u.. Number 6: E_tot -1042.17276 a.u..